1.
The following is a quantum chemistry calculation of C44H26ClF9N2O3PRuS as an isolated structure at a distorted geometry, from the Open Molecules 2025 dataset.

Output
Total charge: 0
HOMO level (spin up / spin down), eV: -7.31 / -7.73
Frontier orbital gap (spin up / spin down), eV: 5.9 / 6.4
DFT total energy, eV: -114862.922
Energy relative to the best compared isomer or geometry (same formula, charge and spin), eV: 1.549
Multiplicity: 2

Atoms and positions in Å:
Ru -0.30203 -0.38215 -1.03174
Cl -1.08015 5.20322 -5.63253
C -0.72929 4.09128 -4.34344
C 0.32974 4.37485 -3.46329
C 0.62764 3.51569 -2.44401
C -0.10687 2.31433 -2.25353
O 0.24965 1.54811 -1.27389
C -1.17838 2.04493 -3.14028
C -2.03534 0.90541 -3.03071
N -1.92033 -0.10291 -2.21558
C -2.87321 -1.14582 -2.23725
C -3.98725 -1.23470 -3.03960
C -4.86519 -2.32674 -2.91508
C -4.63359 -3.31167 -1.99499
C -3.48998 -3.24939 -1.16484
C -3.18286 -4.23203 -0.19368
C -2.04982 -4.10074 0.54926
C -1.20558 -2.99490 0.32528
N -1.46418 -2.05141 -0.55790
C -2.60986 -2.16808 -1.30454
C -1.47033 2.95741 -4.18251
H 0.91267 5.27404 -3.60966
H 1.45471 3.70006 -1.77149
H -2.87075 0.90170 -3.72324
H -4.21392 -0.47548 -3.77164
H -5.73584 -2.37473 -3.55336
H -5.31448 -4.14431 -1.88948
H -3.84839 -5.07398 -0.05750
H -1.77376 -4.82912 1.29721
H -0.28026 -2.90209 0.87072
H -2.28834 2.74704 -4.85789
O 3.61052 0.76400 -1.14615
C 2.58802 0.20671 -1.50306
O 1.81724 -0.43733 -0.65979
C 2.22379 0.25232 -2.97938
C 2.83003 1.23728 -3.75460
C 2.53277 1.37961 -5.09995
C 1.62149 0.52004 -5.69639
C 1.01004 -0.46592 -4.94031
C 1.30588 -0.60415 -3.58401
S 0.45461 -1.84572 -2.65705
H 3.54150 1.88626 -3.26398
H 3.00879 2.15820 -5.68032
H 1.37876 0.61916 -6.74590
H 0.29165 -1.13695 -5.38928
F -5.66879 -0.56831 3.93233
C -4.62460 -0.29583 4.74314
F -4.60408 -1.25496 5.68205
F -4.91179 0.86144 5.36232
C -3.33598 -0.22103 3.97423
C -2.49085 -1.31566 3.90681
C -1.32800 -1.24386 3.15749
C -0.98880 -0.08766 2.46302
C -1.85687 1.00216 2.53343
C -3.01422 0.94589 3.28706
P 0.41519 -0.08725 1.28577
C 1.48159 -1.36645 2.03122
C 1.97896 -2.44446 1.30202
C 2.72960 -3.42188 1.93424
C 3.00447 -3.31795 3.29149
C 2.54038 -2.23597 4.02394
C 1.77717 -1.26827 3.39106
C 3.80796 -4.41009 3.94562
F 3.15742 -5.59007 3.90233
F 4.06960 -4.15570 5.23603
F 4.98725 -4.59922 3.32920
C 1.35018 1.45431 1.53572
C 2.69806 1.41191 1.87867
C 3.43759 2.58125 1.98802
C 2.83031 3.79897 1.74786
C 1.49602 3.85591 1.36435
C 0.76799 2.68997 1.24077
C 3.60404 5.08536 1.83510
F 2.96644 5.99766 2.59739
F 3.76537 5.65194 0.62330
F 4.82716 4.92223 2.35824
H -2.73055 -2.22192 4.44568
H -0.67671 -2.10762 3.13762
H -1.63720 1.91894 2.00249
H -3.66710 1.80572 3.34094
H 1.79959 -2.50331 0.23297
H 3.11331 -4.25807 1.36611
H 2.76853 -2.15104 5.07659
H 1.40674 -0.42835 3.96464
H 3.19312 0.46502 2.01940
H 4.48663 2.53691 2.24158
H 1.03678 4.80969 1.14081
H -0.24142 2.74831 0.85832

Cartesian forces, eV/Å:
Ru 1.0 -0.2 -0.1
Cl 0.0 0.0 0.0
C 0.0 -0.1 0.0
C 0.0 0.0 0.0
C -0.1 -0.1 0.0
C 0.1 0.2 0.1
O 0.0 0.0 -0.4
C -0.2 -0.2 0.0
C 0.3 0.0 0.1
N -0.6 0.7 0.0
C -0.2 0.1 -0.2
C 0.2 0.0 0.2
C 0.1 -0.1 0.1
C 0.0 0.1 0.0
C -0.1 -0.1 0.0
C 0.0 0.0 0.0
C 0.0 0.1 -0.1
C -0.1 0.1 -0.2
N 0.2 -0.5 0.3
C 0.1 0.0 0.1
C 0.1 0.1 0.0
H 0.0 0.0 0.0
H 0.0 0.0 0.0
H 0.0 0.0 -0.1
H 0.0 0.0 0.0
H 0.0 0.0 0.0
H 0.0 0.0 0.0
H 0.0 0.0 0.0
H 0.0 0.0 0.0
H 0.0 0.0 0.0
H 0.0 0.0 0.0
O 0.0 -0.1 0.1
C 0.2 0.2 0.0
O 0.0 -0.1 -0.1
C 0.0 0.1 0.1
C 0.0 -0.1 0.1
C 0.0 0.0 0.0
C 0.0 0.0 0.0
C 0.1 0.0 0.1
C -0.1 -0.2 0.0
S -0.3 -0.1 -0.3
H 0.0 0.0 0.0
H 0.0 0.0 0.0
H 0.0 0.0 0.0
H -0.1 -0.1 0.0
F 0.0 0.0 0.0
C 0.0 0.0 0.0
F 0.0 0.0 0.0
F 0.0 0.0 0.0
C 0.0 0.1 -0.1
C -0.1 0.0 0.1
C 0.0 -0.1 0.1
C 0.0 0.1 0.1
C -0.1 0.1 0.0
C 0.0 -0.2 0.1
P -0.3 0.3 -0.1
C 0.0 -0.1 0.0
C 0.0 0.0 -0.1
C 0.0 0.0 0.0
C 0.0 0.0 0.0
C 0.0 0.0 0.0
C 0.0 0.0 -0.1
C 0.0 0.0 0.0
F 0.0 0.0 0.0
F 0.0 0.0 0.0
F 0.0 0.0 0.0
C 0.1 0.1 0.0
C -0.1 0.1 -0.1
C 0.0 0.0 0.0
C 0.0 0.1 0.0
C 0.0 0.0 0.0
C 0.0 0.0 0.1
C 0.0 0.0 0.0
F 0.0 0.0 0.0
F 0.0 0.0 0.0
F 0.0 0.0 0.0
H 0.0 0.0 0.0
H 0.0 0.0 0.0
H 0.0 -0.1 0.0
H 0.0 0.0 0.0
H 0.0 0.0 0.1
H 0.0 0.0 0.0
H 0.0 0.0 0.0
H 0.0 0.0 0.0
H 0.1 0.0 0.0
H 0.0 0.0 0.0
H 0.0 0.0 0.0
H 0.0 0.0 0.1

Here are the Löwdin charges for atoms 1 to 8, given in e:
1 Ru 1.03
2 Cl 0.66
3 C -0.67
4 C -0.08
5 C 0.01
6 C -0.32
7 O -0.21
8 C -0.12

***

2.
The following is a quantum chemistry calculation of C35H38IrN7OSe as an isolated structure at a distorted geometry, from the Open Molecules 2025 dataset.

Output
Total charge: +3
HOMO level (spin up / spin down), eV: -16.44 / -16.43
Frontier orbital gap (spin up / spin down), eV: 7.1 / 4.4
DFT total energy, eV: -117552.766
Energy relative to the best compared isomer or geometry (same formula, charge and spin), eV: 1.661
Multiplicity: 2

Atoms and positions in Å:
Ir 0.18329 -0.25085 0.02815
C -3.22515 -0.40633 1.80086
C -2.26159 0.04418 2.87659
C -2.48337 -0.29560 4.20538
C -1.68106 0.21985 5.21200
C -0.66881 1.11612 4.90575
C -0.41062 1.48413 3.58818
C 0.58096 2.58439 3.29090
C -1.18894 0.89115 2.59813
N -0.89702 1.15067 1.18951
C -1.43441 2.17028 0.63364
C -2.38259 3.10901 1.29497
C -1.03098 2.40340 -0.78251
C -1.34794 3.69346 -1.45513
N -0.43166 1.41546 -1.31983
C -0.14847 1.47227 -2.73676
C -1.21336 1.19014 -3.61594
C -2.58301 0.82606 -3.09825
C -0.96707 1.29263 -4.97898
C 0.28292 1.65341 -5.44680
C 1.31537 1.92632 -4.55596
C 1.11700 1.84672 -3.18480
C 2.20606 2.22761 -2.22314
H -3.65273 -1.37894 2.04125
H -2.76918 -0.45843 0.81126
H -4.06434 0.29119 1.73685
H -3.31089 -0.95194 4.45155
H -1.87233 -0.04530 6.24442
H -0.08644 1.56688 5.70193
H 1.33342 2.65896 4.07477
H 0.06361 3.54807 3.26312
H 1.08035 2.46637 2.33466
H -2.59988 2.80477 2.31401
H -3.31172 3.14481 0.72033
H -1.97790 4.12374 1.30843
H -0.95628 4.51582 -0.84982
H -2.42914 3.84233 -1.52320
H -0.91985 3.74776 -2.45108
H -2.53899 0.24310 -2.17935
H -3.13717 0.26257 -3.84823
H -3.16925 1.72835 -2.89607
H -1.77136 1.09939 -5.67956
H 0.46769 1.72901 -6.51056
H 2.28533 2.21493 -4.94161
H 3.16350 2.30869 -2.73512
H 2.30192 1.48181 -1.43491
H 1.99410 3.18903 -1.74633
C 3.63288 1.03081 2.29912
C 2.67090 0.91505 1.29498
N 1.63284 0.08180 1.40553
C 1.54873 -0.69216 2.52141
C 2.45086 -0.62719 3.57490
C 3.51900 0.27867 3.44557
C 2.24924 -1.50231 4.70263
C 1.23304 -2.39518 4.71348
C 0.34328 -2.51114 3.58404
C -0.69043 -3.45892 3.46279
C -1.44858 -3.48627 2.31705
C -1.19740 -2.57669 1.28280
N -0.22810 -1.67555 1.38401
C 0.52348 -1.65234 2.51604
H 4.45863 1.71421 2.15431
H 2.74334 1.50017 0.39053
H 4.25739 0.35813 4.23530
H 2.93936 -1.43964 5.53499
H 1.09112 -3.06165 5.55554
H -0.87189 -4.16522 4.26510
H -2.24303 -4.20986 2.19197
H -1.75673 -2.58193 0.36510
C -3.30669 -2.90859 -1.67202
N -2.21147 -2.69330 -2.61583
C -1.15878 -1.89415 -2.41726
N -0.27068 -1.77840 -3.40358
O -1.05953 -1.27039 -1.30584
H -4.24213 -2.96510 -2.22294
H -3.36524 -2.06784 -0.98624
H -3.17684 -3.83777 -1.11569
H -2.25988 -3.19276 -3.48991
H -0.36618 -2.29720 -4.26234
H 0.46788 -1.09708 -3.36454
Se 2.13734 -1.59309 -0.67542
C 2.64225 -1.11875 -2.36734
N 2.97361 -0.82032 -3.43392

Cartesian forces, eV/Å:
Ir -0.3 0.4 -0.4
C 0.0 0.1 0.2
C -0.2 -0.1 -0.1
C -0.1 -0.1 0.0
C 0.0 0.0 0.0
C 0.0 0.0 0.1
C 0.2 0.2 0.0
C -0.2 0.0 0.1
C -0.1 -0.2 -0.5
N -0.8 -0.7 0.2
C 0.3 0.7 0.0
C 0.2 0.0 0.1
C -0.5 0.1 0.1
C -0.2 0.0 0.0
N 2.1 -0.3 -0.2
C -0.5 -0.2 -0.3
C 0.2 0.1 0.4
C -0.1 0.2 -0.1
C -0.2 -0.1 0.1
C 0.4 0.1 0.0
C -0.1 -0.1 -0.3
C 0.0 0.0 0.1
C -0.1 0.1 -0.1
H 0.0 0.0 0.0
H 0.0 0.0 0.0
H 0.0 0.0 0.0
H 0.0 0.0 0.0
H 0.0 0.0 0.0
H 0.0 0.0 0.0
H 0.0 0.0 0.0
H 0.0 0.0 0.0
H 0.0 0.0 0.0
H -0.1 0.0 0.0
H 0.0 0.0 0.0
H 0.0 0.0 -0.1
H 0.0 0.0 0.0
H 0.0 0.0 0.0
H 0.0 0.0 0.0
H -0.1 0.1 -0.1
H 0.0 0.0 0.0
H 0.0 0.0 0.0
H 0.0 0.0 0.0
H 0.0 0.0 0.0
H 0.0 0.0 0.1
H 0.0 0.0 0.0
H 0.0 -0.1 0.0
H 0.0 0.0 0.0
C 0.0 -0.1 -0.1
C 0.0 -0.1 0.2
N 0.6 1.2 0.6
C 0.2 0.1 -0.2
C 0.2 0.0 0.3
C 0.1 0.0 0.1
C 0.0 0.1 -0.1
C -0.1 -0.1 -0.1
C 0.0 -0.2 0.4
C 0.0 -0.1 0.1
C 0.0 0.1 0.0
C 0.3 -0.2 0.2
N 0.2 -1.0 0.4
C -0.2 0.1 -0.2
H 0.0 0.0 0.0
H -0.1 0.1 0.0
H 0.0 0.0 0.0
H 0.0 0.0 0.0
H 0.0 0.0 0.0
H 0.0 0.0 0.0
H 0.0 0.0 0.0
H 0.0 0.0 -0.1
C 0.1 0.0 -0.1
N 0.0 0.0 0.1
C -0.2 0.2 0.3
N 0.3 -0.2 0.0
O -1.0 -0.2 -0.2
H 0.0 0.0 0.0
H 0.0 0.0 0.0
H 0.0 0.0 0.0
H 0.0 0.0 0.0
H 0.0 0.0 0.0
H -0.1 0.2 0.0
Se -0.2 0.0 -0.7
C 0.0 -0.1 0.0
N -0.1 0.0 0.1

Here are the Löwdin charges for atoms 1 to 8, given in e:
1 Ir 1.28
2 C -0.02
3 C -0.22
4 C -0.01
5 C -0.03
6 C -0.01
7 C -0.21
8 C 0.00

***

3.
The following is a quantum chemistry calculation of one molecule with the formula C2H2N2O3S at a distorted geometry, from the Open Molecules 2025 dataset.

Output
Total charge: 0
HOMO level, eV: -9.39
Frontier orbital gap, eV: 8.6
DFT total energy, eV: -22061.048
Energy relative to the best compared isomer or geometry (same formula, charge and spin), eV: 3.352

Atoms and positions in Å:
C -1.44891 -1.39333 0.04593
C -2.64912 -0.39736 -0.26740
N -0.28584 -0.72952 -0.05924
N -0.29838 0.63189 -0.46970
O -1.61892 -2.50296 0.56108
O -3.77402 -0.55457 -0.25960
O -2.10297 1.86171 1.16271
S -1.90054 1.44340 -0.26187
H 0.71860 -1.17025 -0.07939
H 0.48458 1.14824 -0.12460

Cartesian forces, eV/Å:
C -0.3 -1.4 1.8
C 4.7 1.2 0.4
N 2.6 -0.6 0.0
N -2.2 0.4 -1.3
O 0.1 1.7 -1.6
O -3.7 -0.9 -0.1
O 0.1 -0.5 -1.6
S 1.5 -0.9 1.6
H -3.1 0.8 0.2
H 0.2 0.2 0.6

Here are the Löwdin charges for atoms 1 to 8, given in e:
1 C -0.43
2 C -0.35
3 N 0.00
4 N -0.24
5 O 0.07
6 O 0.18
7 O -0.52
8 S 0.99